(1)
Density functional theory data (the ωB97M-V functional and the def2-TZVPD basis) for a 2-piece molecular cluster, C6H17NO overall.

```
25
Properties=species:S:1:pos:R:3:forces:R:3:lowdin_charge:R:1
C 1.7639 1.3007 -1.9109 -1.448 1.634 -1.510 -0.136
C 1.1684 -0.0379 -1.5855 -2.473 -0.331 3.864 -0.234
C -0.4379 -0.3231 -1.4402 -0.123 2.088 -3.897 -0.197
C -1.4303 0.6617 -0.7233 1.603 -1.483 0.963 -0.190
C -0.8106 0.6964 0.6910 -2.409 2.147 2.070 -0.233
N -1.5811 -0.1087 1.6946 1.010 1.903 0.430 -0.157
C -1.2611 -1.4810 1.9015 -0.865 -0.892 -1.544 -0.160
H 1.6246 1.4996 -3.0154 -0.058 0.161 1.091 0.090
H 2.8004 1.2754 -1.7831 1.870 -0.583 0.109 0.040
H 1.5471 2.2241 -1.3399 -0.837 -0.636 -0.139 0.080
H 1.5882 -0.6643 -2.3690 -0.117 -0.943 0.755 0.099
H 1.3082 -0.2557 -0.4591 1.637 -0.332 -2.032 0.085
H -0.7685 -0.1383 -2.4532 -0.230 -0.855 -0.972 0.074
H -0.6585 -1.3864 -1.2154 0.374 0.779 0.241 0.102
H -2.4457 0.2387 -0.8483 0.469 -0.516 0.898 0.106
H -1.6992 1.6750 -1.0565 1.398 -0.121 -0.651 0.101
H -0.9109 1.8132 0.9943 0.322 -1.697 0.091 0.122
H 0.2766 0.4808 0.8095 -1.001 -0.100 -0.456 0.081
H -2.5755 0.0234 1.6005 0.062 0.108 -0.164 0.093
H -0.2559 -1.6282 2.3493 -0.482 -0.072 -0.738 0.069
H -1.9876 -1.8818 2.6121 0.150 -0.082 0.070 0.072
H -1.4936 -2.0109 0.8998 1.133 -0.199 1.494 0.092
O 2.3134 -0.4590 2.0932 3.184 1.971 -1.982 0.014
H 1.7130 -0.1797 2.7083 -2.514 0.615 2.402 -0.013
H 2.2128 -1.3339 1.8457 -0.658 -2.564 -0.394 0.002
```
Forces are in eV/Å.

Gap between HOMO and LUMO   9.00 eV
Energy above the lowest of the compared OMol25 structures with the same formula, charge and spin   298.2 kJ/mol
HOMO energy   -8.06 eV

---

(2)
Density functional theory data (the ωB97M-V functional and the def2-TZVPD basis) for a 3-piece molecular cluster, C35H60BrINO8P2 overall.

```
108
Properties=species:S:1:pos:R:3:forces:R:3:lowdin_charge:R:1
C 9.7660 -3.1766 1.9291 0.121 -0.684 0.366 -0.130
C 10.0636 -3.6576 0.4600 0.555 0.352 0.019 -0.259
C 9.7184 -2.6161 -0.6808 -0.380 0.125 0.490 -0.217
C 8.4740 -1.6764 -0.3400 1.175 -1.226 -0.264 -0.215
C 7.2196 -2.5716 -0.0717 -0.746 0.578 -0.686 -0.201
C 5.9014 -1.7769 0.3102 0.460 -0.842 0.283 -0.201
C 6.1148 -0.6560 1.3925 -0.741 0.237 0.348 -0.195
C 5.5483 0.7729 1.0210 0.790 -0.524 0.266 -0.216
C 5.8000 1.2445 -0.4537 -0.868 0.899 0.774 -0.205
C 5.0373 2.6362 -0.6367 0.451 -0.013 -1.066 -0.212
C 3.7428 2.5107 -1.5258 0.609 -0.560 -0.248 -0.217
C 2.6989 1.4371 -1.0185 0.085 0.264 0.056 -0.209
C 1.3897 2.0752 -0.3713 0.447 -0.133 -1.080 -0.182
C 0.0632 1.3682 -0.9380 0.712 1.841 1.353 -0.232
C -0.5598 0.4667 0.1861 0.464 0.835 -0.306 -0.315
P -1.5437 -1.1080 -0.3326 -0.554 2.258 2.764 0.404
C -1.3047 -1.9088 1.4324 0.087 1.150 1.830 -0.305
C -2.5187 -1.6594 2.3864 0.150 -1.089 0.249 -0.456
O -3.0929 -2.5254 3.0062 0.364 0.100 -0.497 0.040
O -2.9241 -0.3314 2.6963 0.066 -0.771 -0.201 0.029
C -3.6602 -0.3511 3.9037 -0.691 -0.208 0.569 -0.465
C -5.2258 -0.4797 3.8854 1.184 -0.796 -0.580 0.019
O -3.0721 -0.3041 4.9435 -0.056 0.280 -0.353 0.124
C -2.1369 -0.2096 -1.9572 -0.997 1.305 -3.440 -0.321
C -1.8851 -0.6257 -3.3328 -1.274 2.239 1.063 -0.069
C -2.4468 0.1918 -4.3952 0.841 -1.209 -0.233 -0.177
N -3.1673 1.3246 -4.3210 0.385 -0.554 1.589 0.009
C -3.4292 1.7507 -3.0482 1.014 -1.655 0.504 -0.151
C -2.9735 1.0090 -1.9019 0.153 -0.047 0.196 -0.085
C -0.0465 -1.9590 -1.1363 0.821 -0.779 -1.426 -0.709
I 1.7275 -2.2528 0.1756 -0.200 0.531 -0.286 0.896
C -0.1627 -3.3417 -1.8812 2.248 -0.775 -0.583 -0.409
C 0.0540 -4.6629 -1.0249 -0.295 -0.422 -0.545 -0.235
P -3.0562 -2.6687 -0.9967 -1.607 -0.421 -2.174 0.440
O -4.5794 -1.9059 -0.7794 1.122 -0.177 0.234 -0.456
Br -3.2323 -4.4652 0.3195 -0.205 -0.173 0.555 0.258
H 8.7597 -3.5037 2.3041 0.865 0.409 -0.450 0.067
H 9.8467 -2.0762 2.0873 0.008 -0.799 -0.303 0.068
H 10.5167 -3.6612 2.6083 -0.657 0.455 -0.486 0.067
H 11.1763 -3.8271 0.4060 -1.034 0.014 -0.042 0.094
H 9.5946 -4.6583 0.2609 0.246 0.978 0.267 0.103
H 10.6248 -1.9761 -0.8459 -0.795 -0.474 0.029 0.101
H 9.5120 -3.1847 -1.6201 0.200 0.507 0.590 0.100
H 8.3500 -1.0003 -1.2252 -0.272 -0.475 0.815 0.112
H 8.8044 -1.0566 0.5257 -0.617 -0.366 -0.599 0.080
H 6.9993 -3.1026 -1.0430 0.232 0.347 0.915 0.117
H 7.3735 -3.3764 0.6843 0.282 0.779 -0.494 0.092
H 5.4282 -1.4378 -0.6399 0.309 0.123 0.866 0.091
H 5.1995 -2.5431 0.7449 0.514 0.765 -0.543 0.088
H 7.1733 -0.5231 1.7284 -0.711 -0.394 -0.557 0.091
H 5.5519 -0.9882 2.3108 0.646 0.370 -0.745 0.107
H 6.0929 1.5083 1.6817 -0.626 -0.576 -0.576 0.112
H 4.4805 0.8102 1.3442 0.664 0.111 -0.663 0.101
H 6.9077 1.3623 -0.6049 -0.992 -0.082 0.083 0.108
H 5.4081 0.5612 -1.2430 0.336 0.273 0.748 0.096
H 5.7480 3.2924 -1.2140 -0.722 -0.212 0.750 0.098
H 4.7920 3.1172 0.3441 0.346 -0.440 -0.723 0.107
H 3.2831 3.5218 -1.7076 0.278 -0.942 0.406 0.101
H 4.1001 2.1766 -2.5440 -0.273 0.318 0.908 0.103
H 2.4503 0.8011 -1.9135 -0.127 0.604 0.906 0.099
H 3.1881 0.7256 -0.2986 -0.453 0.711 -0.689 0.057
H 1.4051 3.1685 -0.6486 -0.176 -0.999 0.215 0.093
H 1.4415 2.0412 0.7430 -0.131 -0.092 -0.807 0.101
H -0.6308 2.2306 -1.1407 0.405 -1.061 -0.122 0.096
H 0.3555 0.9189 -1.9076 -0.509 -0.074 0.598 0.082
H 0.2668 0.2713 0.9102 -0.628 -0.304 -0.580 0.031
H -1.2733 1.1308 0.7550 0.515 -0.836 -0.551 0.076
H -2.7144 -0.4604 0.2642 -0.267 -0.068 -0.293 -0.013
H -0.9712 -2.9678 1.4270 -0.899 0.513 0.246 0.025
H -0.5057 -1.3845 2.0387 -0.550 -0.304 -0.878 0.063
H -5.4179 -1.4626 3.3720 0.028 1.064 0.218 0.091
H -5.5319 -0.6110 4.9460 0.133 0.478 -0.802 0.083
H -5.7224 0.3607 3.3513 0.344 -0.630 0.424 0.074
H -1.2673 -1.5114 -3.5610 -0.546 0.649 -0.035 0.078
H -2.2481 -0.1612 -5.4406 -0.206 0.369 0.927 0.095
H -4.0001 2.7042 -2.9501 0.483 -0.941 0.036 0.095
H -3.2591 1.4355 -0.8921 0.496 -0.665 -1.154 0.086
H 0.3925 -1.2493 -1.8930 -0.566 -0.509 0.884 0.032
H 0.7723 -3.3662 -2.5292 -0.951 0.208 0.477 0.090
H -0.9625 -3.4467 -2.6514 0.076 0.322 1.172 0.062
H -0.2333 -4.5815 0.0433 -0.038 -0.019 -0.778 0.008
H 1.1293 -4.9862 -1.0472 -0.952 0.502 0.021 0.040
H -0.5219 -5.5000 -1.5014 0.307 0.728 0.559 0.066
H -4.4692 -0.9370 -0.7705 0.224 -0.276 0.280 0.000
O -2.8822 3.0811 0.9841 -0.311 -0.119 -0.009 0.126
C -3.8697 3.7379 0.8347 0.687 -0.060 -0.104 -0.478
O -5.0573 3.2201 0.4235 0.152 -0.049 0.130 0.012
C -6.0077 4.2776 0.2392 -0.434 0.148 -0.062 -0.160
C -5.4981 5.4257 1.0872 0.003 0.377 0.111 -0.156
C -3.9901 5.2338 1.0179 -0.544 0.136 0.275 -0.074
H -6.0453 4.5317 -0.8237 0.009 -0.022 0.023 0.134
H -6.9935 3.9419 0.5559 0.081 -0.104 -0.142 0.097
H -5.8352 6.4016 0.7378 -0.042 -0.088 -0.039 0.116
H -5.8363 5.3031 2.1195 -0.015 -0.002 -0.068 0.120
H -3.5536 5.7341 0.1512 0.108 -0.052 0.062 0.132
H -3.4990 5.5562 1.9337 0.274 -0.076 -0.199 0.125
O -9.3577 3.5331 -0.0511 -0.356 -0.202 -0.268 0.106
C -9.4100 2.3333 -0.0354 0.133 0.424 0.360 -0.480
O -10.4378 1.6140 -0.5531 0.141 0.267 0.002 0.028
C -10.2378 0.2183 -0.2689 -0.059 -0.363 -0.029 -0.158
C -8.7499 0.0710 -0.0228 0.269 -0.301 0.048 -0.150
C -8.3928 1.4135 0.5896 0.154 -0.457 -0.332 -0.079
H -10.8333 -0.0462 0.6093 0.005 0.058 -0.017 0.125
H -10.5747 -0.3786 -1.1156 -0.130 0.218 -0.010 0.125
H -8.4986 -0.7820 0.6069 -0.058 0.019 -0.054 0.122
H -8.2262 -0.0492 -0.9741 -0.030 -0.034 0.066 0.127
H -8.5300 1.4166 1.6732 0.074 0.124 -0.012 0.137
H -7.3804 1.7171 0.3289 -0.043 0.160 0.255 0.112
```
Forces are in eV/Å.

Charge   -1
Gap between HOMO and LUMO   6.04 eV
HOMO energy   -3.84 eV

---

(3)
Density functional theory data (the ωB97M-V functional and the def2-TZVPD basis) for C21H15BrCoN3O2S2 as an isolated structure.

```
45
Properties=species:S:1:pos:R:3:forces:R:3:mulliken_spin:R:1
Co 1.3829 0.1783 1.2682 -0.213 0.038 -0.175 2.747
S 1.1628 -0.7608 3.3533 -0.595 -0.323 -0.212 0.151
C 2.6159 0.1259 3.4335 0.459 0.170 0.489 -0.005
N 3.0420 0.7258 2.3294 -0.946 -0.576 0.020 0.047
C 4.1897 1.4308 2.5505 1.344 0.765 0.526 0.000
C 4.9247 2.1776 1.6247 -0.252 -0.204 0.186 0.007
C 6.0524 2.8462 2.0463 0.113 0.056 0.126 -0.003
C 6.4690 2.7905 3.3766 -0.020 -0.067 0.046 0.006
C 5.7731 2.0482 4.3090 -0.069 -0.012 -0.118 -0.001
C 4.6416 1.3662 3.8899 -0.079 0.083 -0.509 0.006
S 3.5917 0.3612 4.8462 -0.322 0.033 -0.699 0.005
H 4.6183 2.2257 0.5942 -0.057 -0.037 -0.190 0.001
H 6.6285 3.4265 1.3411 0.005 0.020 -0.071 0.000
H 7.3500 3.3241 3.6889 0.148 0.115 -0.002 0.000
H 6.0885 2.0037 5.3378 0.103 -0.004 0.140 0.000
C 2.0737 2.3971 -0.8930 0.536 0.598 0.015 -0.002
O 1.2552 1.2831 -0.5545 0.086 -0.409 0.617 0.024
C 0.3052 0.9086 -1.4771 -0.957 -0.589 -0.395 -0.004
C 0.2595 1.3799 -2.7769 0.057 -0.082 0.215 0.002
C -0.7873 0.9642 -3.5940 -0.122 -0.081 0.027 0.000
Br -0.8683 1.5753 -5.3854 0.044 -0.057 0.298 0.000
C -1.7635 0.1193 -3.1196 0.338 0.186 0.003 0.000
C -1.7198 -0.4009 -1.8143 0.795 0.493 0.038 0.006
C -0.6508 -0.0097 -1.0012 -0.102 0.495 -1.217 0.006
O -0.4105 -0.4548 0.2832 0.173 -0.072 0.420 0.012
C -2.8389 -1.2840 -1.5024 -0.836 -0.398 -0.402 0.002
N -3.7650 -1.4784 -2.4134 0.767 0.581 -0.174 0.000
C -4.6870 -2.3180 -1.8878 -0.030 -0.529 1.123 0.000
C -5.8596 -2.8360 -2.4434 0.127 0.013 0.155 0.000
C -6.6079 -3.6782 -1.6545 -0.058 0.013 -0.115 0.000
C -6.2200 -4.0062 -0.3501 0.219 0.045 0.223 0.000
C -5.0630 -3.5049 0.2196 -0.182 -0.165 0.091 0.000
C -4.2993 -2.6583 -0.5661 -0.615 -0.062 -0.708 0.000
N -3.1180 -1.9826 -0.3483 0.239 0.125 0.105 0.001
H 1.4796 3.1861 -1.3571 -0.018 -0.117 0.101 0.000
H 2.8768 2.0872 -1.5644 -0.076 0.006 0.015 -0.001
H 2.4884 2.7653 0.0432 0.013 -0.017 -0.084 0.001
H 1.0097 2.0429 -3.1741 0.072 0.066 0.033 0.000
H -2.5925 -0.1851 -3.7349 -0.015 0.004 -0.098 0.000
H -1.1298 -1.0028 0.6089 0.161 0.091 0.182 -0.009
H -6.1602 -2.5838 -3.4484 0.024 0.053 -0.074 0.000
H -7.5204 -4.1008 -2.0443 -0.092 -0.039 -0.046 0.000
H -6.8446 -4.6701 0.2283 -0.027 -0.042 0.053 0.000
H -4.7811 -3.7653 1.2270 0.029 -0.056 0.147 0.000
H -2.5919 -2.0591 0.5054 -0.166 -0.112 -0.105 0.002
```
Forces are in eV/Å.

Charge   +1
Expectation value of S²   3.758
2S+1   4
Gap between HOMO and LUMO (spin up / spin down)   7.87 / 6.68 eV
Energy above the lowest of the compared OMol25 structures with the same formula, charge and spin   28.6 kJ/mol
HOMO energy (spin up / spin down)   -10.77 / -10.77 eV